1.
{"formula": "C40H26CrF11O6S4Sb", "method": "ωB97M-V/def2-TZVPD", "e_above_lowest_kj_mol": 130.7, "multiplicity": 3, "fmax_ha_per_bohr": 0.018, "s2": 2.2011, "e_lumo_ev": [-3.05, -1.53], "charge": 0, "elements": ["C", "C", "H", "C", "C", "O", "H", "C", "H", "H", "C", "H", "C", "C", "C", "C", "H", "O", "C", "H", "C", "C", "C", "O", "C", "H", "F", "F", "S", "C", "H", "C", "F", "F", "H", "C", "O", "C", "H", "H", "H", "C", "H", "C", "H", "C", "H", "F", "Cr", "C", "H", "Sb", "C", "O", "H", "C", "C", "H", "H", "C", "C", "C", "F", "C", "C", "F", "S", "C", "H", "H", "H", "S", "S", "F", "F", "C", "H", "C", "C", "H", "O", "C", "F", "H", "C", "C", "F", "C", "C"], "positions_angstrom": [[1.7953, 0.4336, -1.3749], [-1.2427, 4.5837, -2.0743], [-5.5569, -4.2874, -2.5051], [-1.7072, -1.7358, -1.4952], [-2.8311, -1.1387, -2.0562], [-3.8519, -0.0396, 2.1563], [5.2787, -1.7817, 2.0640], [3.7931, -1.3884, -2.2623], [3.3624, -0.5543, 2.9491], [4.8926, -2.3602, -3.7928], [-2.8944, 4.6877, 0.1365], [4.2281, 1.5542, -0.9028], [-2.3760, 5.3792, -2.0974], [2.4901, -0.1802, 1.0020], [1.8214, 1.9825, -3.2872], [5.8093, -2.6469, -1.8554], [1.3545, -1.1754, 7.9523], [-1.7725, -1.1780, 1.6824], [0.7284, -1.2515, 3.5167], [4.2455, 4.1336, -4.3106], [1.2324, 0.9407, 4.4329], [-1.5514, -3.1182, -1.4815], [-2.5249, -3.9021, -2.0718], [-2.7923, -1.3893, 3.9526], [0.7346, -0.9118, 5.9099], [6.4412, -2.8153, 0.1726], [-2.6649, 6.0890, -3.1815], [-6.6158, -2.2588, 0.2674], [-0.4479, -0.8664, -0.5991], [1.0700, 0.4243, 5.7097], [3.0397, -1.0246, -2.9476], [4.6410, -1.6418, 0.0045], [-3.9592, -2.4698, 0.6860], [-5.4494, -2.2722, 2.8297], [-1.1672, 0.3920, -3.0734], [0.5707, -1.7405, 4.7995], [0.4043, -1.8605, 0.0521], [0.4959, 0.1310, -1.7106], [-2.9955, -0.0759, -1.9906], [-2.4175, -4.9796, -2.0533], [-0.3846, -1.0192, 7.7332], [3.7384, 3.3867, -3.7142], [-5.1537, -3.7534, -4.1329], [3.4540, -0.7145, 1.8857], [0.0433, 1.9673, -4.5132], [-3.1987, 5.4423, -0.9831], [0.4194, -2.5255, 7.2978], [-6.5719, -0.0595, 1.8961], [-1.4294, 0.7285, 1.0342], [-3.7876, -1.9490, -2.6372], [6.6300, -3.2328, -2.2478], [-5.3298, -1.2955, 1.2329], [2.4942, 2.9545, -4.0663], [-1.7578, 0.6710, 3.0020], [1.4737, 1.9815, 4.2628], [5.7102, -2.4121, -0.5173], [-0.1555, 0.6828, -2.8362], [1.1933, 1.0768, 6.5656], [1.9917, 3.3551, -4.9379], [2.4600, 1.4366, -2.1509], [-4.7413, -4.1936, -3.2253], [-3.6548, -3.3346, -2.6508], [-2.2691, 1.2197, -0.4608], [0.5230, -1.4419, 7.2989], [3.6819, -1.0943, -0.8764], [-3.7062, 4.7679, 1.1833], [-2.5864, -0.5873, 2.8142], [4.8270, -2.1409, -2.7352], [-4.6770, -1.4925, -3.0529], [5.3377, 3.2411, -2.2665], [0.5765, -1.8888, 2.6533], [1.1648, 0.7806, 1.7379], [-1.4054, 2.9145, 1.5945], [0.1806, 3.1492, -0.9033], [-4.9607, -0.1744, -0.2362], [1.0625, 0.0858, 3.3589], [-0.6959, -3.5623, -0.9944], [0.5162, 1.5563, -3.6314], [4.5195, -1.4022, 1.3916], [0.2977, -2.7782, 4.9433], [1.6428, 2.1667, 1.8015], [-0.9509, 3.8533, -0.9381], [-4.2722, 6.2271, -0.9996], [-4.3783, -5.1942, -3.4557], [3.7460, 1.9223, -1.7982], [-1.7758, 3.8589, 0.1738], [-0.4328, 4.5502, -3.1357], [2.6177, -0.2892, -0.3588], [4.3628, 2.8728, -2.5574]], "atomic_forces_ev_per_a": [[-0.2, 0.1, 0.0], [0.0, 0.0, 0.1], [0.0, 0.0, 0.0], [0.0, 0.0, 0.0], [0.0, 0.0, 0.1], [0.1, -0.9, 0.2], [0.0, 0.0, 0.0], [0.0, 0.0, 0.0], [0.0, 0.0, 0.0], [0.0, 0.0, 0.0], [0.0, -0.1, -0.1], [0.0, 0.0, 0.0], [0.0, -0.1, 0.1], [0.0, 0.0, 0.0], [0.0, 0.0, -0.1], [0.0, 0.0, 0.0], [0.0, 0.0, 0.0], [-0.2, 0.2, -0.2], [0.0, 0.0, 0.0], [0.0, 0.0, 0.0], [0.0, -0.1, 0.0], [0.0, 0.1, 0.0], [0.0, 0.0, 0.0], [0.1, -0.1, 0.1], [0.0, 0.0, 0.0], [0.0, 0.0, 0.0], [0.0, 0.1, 0.0], [0.0, 0.0, 0.1], [-0.2, -0.2, 0.4], [0.0, 0.0, 0.0], [0.0, 0.0, 0.0], [0.0, 0.0, 0.0], [-0.1, 0.1, 0.0], [0.0, 0.0, -0.1], [0.0, 0.0, 0.0], [0.0, 0.0, 0.0], [0.1, 0.0, 0.0], [-0.1, 0.0, -0.1], [0.0, 0.0, 0.0], [0.0, 0.0, 0.0], [0.0, 0.0, 0.0], [0.0, 0.0, 0.0], [0.0, 0.0, 0.0], [0.1, 0.0, 0.0], [0.0, 0.0, 0.0], [0.1, 0.0, 0.0], [0.0, 0.0, 0.0], [0.1, 0.0, -0.1], [0.6, -0.3, -0.1], [0.0, 0.0, 0.0], [0.0, 0.0, 0.0], [0.0, 0.4, 0.1], [0.0, 0.0, 0.0], [-0.2, 0.1, 0.0], [0.0, 0.0, 0.0], [0.0, 0.0, 0.0], [0.0, 0.1, 0.0], [0.0, 0.0, 0.0], [0.0, 0.0, 0.0], [0.0, 0.1, 0.1], [0.0, 0.0, 0.0], [0.0, 0.0, 0.0], [0.2, -0.1, 0.0], [0.0, 0.0, 0.0], [0.0, 0.0, -0.1], [0.0, 0.0, 0.0], [-0.3, 0.4, -0.2], [0.0, 0.0, 0.0], [0.0, 0.0, 0.0], [0.0, 0.0, 0.0], [0.0, 0.0, 0.0], [-0.2, 0.5, -0.3], [0.1, 0.2, 0.2], [0.0, -0.1, -0.1], [0.0, 0.0, 0.0], [0.0, 0.0, 0.0], [0.0, 0.0, 0.0], [0.0, 0.0, 0.1], [-0.1, 0.0, 0.0], [0.0, 0.0, 0.0], [0.0, -0.1, 0.1], [0.1, 0.1, -0.1], [0.0, 0.0, 0.0], [0.0, 0.0, 0.0], [0.0, 0.0, 0.0], [-0.1, 0.1, 0.0], [0.0, 0.0, 0.0], [0.1, 0.0, 0.0], [0.0, 0.0, 0.0]], "mulliken_spin": [0.006, 0.008, -0.001, -0.013, -0.003, 0.009, -0.001, -0.001, 0.000, 0.000, -0.007, 0.000, -0.016, -0.012, -0.004, 0.000, 0.000, -0.034, 0.011, 0.000, -0.001, -0.008, 0.001, -0.005, -0.004, 0.000, -0.001, 0.000, -0.115, 0.000, 0.000, 0.000, 0.000, 0.000, -0.003, 0.002, -0.047, 0.010, -0.004, 0.000, 0.000, -0.004, 0.000, -0.006, 0.000, 0.006, 0.000, 0.000, 2.464, 0.000, 0.000, 0.000, 0.003, -0.022, 0.000, 0.000, -0.003, 0.000, 0.000, -0.005, 0.001, -0.007, 0.032, 0.000, 0.000, -0.002, 0.000, 0.000, 0.000, 0.000, -0.002, -0.087, -0.120, 0.005, 0.000, -0.011, 0.000, 0.006, -0.002, 0.000, -0.027, -0.003, 0.001, 0.000, -0.002, 0.018, 0.000, -0.001, 0.002]}

=====

2.
{"formula": "C3H7ClOS", "method": "ωB97M-V/def2-TZVPD", "e_above_lowest_kj_mol": 124.0, "fmax_ha_per_bohr": 0.066, "e_lumo_ev": [-0.41, -0.41], "smiles": "CCC(=S)Cl.O", "charge": 0, "elements": ["O", "H", "H", "C", "S", "Cl", "C", "H", "H", "H", "H", "H", "C"], "positions_angstrom": [[-0.7570, -2.4743, 1.0937], [-1.3733, 0.2338, -1.5897], [1.1711, 0.1352, -1.1334], [0.8725, 0.9814, 0.7757], [1.2705, 0.2974, 2.2202], [1.0252, 2.7735, 0.6860], [0.4393, 0.2363, -0.3867], [-0.1359, 1.5875, -1.9289], [-0.4309, -2.9749, 1.8669], [-1.0817, 1.7059, -0.5066], [0.0531, -0.7229, -0.1084], [-0.3447, -2.7579, 0.2131], [-0.7081, 0.9790, -1.2021]], "atomic_forces_ev_per_a": [[0.4, -0.4, -1.4], [-0.5, 0.2, -0.4], [1.6, -0.4, -0.5], [1.4, 0.2, 3.1], [-0.4, 0.6, -1.4], [-0.2, -1.0, -0.5], [-2.5, 0.8, -1.5], [-0.9, -0.5, -0.2], [0.2, 0.1, -1.1], [-1.2, 0.1, 0.0], [0.2, -0.4, 0.6], [-0.6, 0.0, 2.5], [2.6, 0.6, 0.8]], "nbo_charge": [-0.963, 0.221, 0.240, -0.090, 0.084, -0.016, -0.536, 0.211, 0.490, 0.217, 0.254, 0.479, -0.591]}

=====

3.
{"formula": "C3H6ClNO", "method": "ωB97M-V/def2-TZVPD", "e_above_lowest_kj_mol": 112.7, "fmax_ha_per_bohr": 0.083, "e_lumo_ev": 0.31, "smiles": "C[C@@](N)(Cl)C=O", "charge": 0, "elements": ["Cl", "N", "H", "C", "H", "H", "H", "H", "C", "H", "C", "O"], "positions_angstrom": [[-1.5731, -0.4374, 1.7126], [1.0234, -0.5142, 1.0835], [1.1686, 0.3176, 1.6827], [-0.3432, -1.9019, -0.3514], [-1.3971, -2.1638, -0.8745], [0.4155, 0.6322, -1.3261], [1.3134, -1.2703, 1.6274], [-0.2633, 1.6143, 0.0273], [-0.2138, -0.6087, 0.4082], [-1.3996, 0.6210, -1.0561], [-0.3881, 0.6067, -0.5006], [0.3913, -2.8397, -0.3294]], "atomic_forces_ev_per_a": [[-0.2, -0.6, -0.7], [0.5, 1.9, -0.4], [-0.6, -0.5, -1.0], [-3.7, -2.2, -0.6], [1.7, 1.5, 0.8], [-1.1, -0.4, 1.3], [0.1, -1.8, 0.6], [-0.3, -1.6, -0.4], [1.0, 2.1, 1.0], [1.5, -0.1, 1.1], [-0.3, 1.5, -2.0], [1.2, 0.4, 0.3]], "nbo_charge": [-0.148, -0.814, 0.382, 0.416, 0.124, 0.234, 0.384, 0.239, 0.074, 0.234, -0.642, -0.481]}

=====

- Which value of charge does entry 1 give?
  0